Record 1
Below is a cluster of 9 separate species, C5H27NO10 in total in a non-equilibrium geometry, with properties calculated with ωB97M-V with the def2-TZVPD basis set.

Positions of all 43 atoms, in Å:
O 3.500 1.025 0.379
C 2.632 1.887 0.395
N 1.409 1.646 0.915
C 0.251 2.441 0.578
C -0.908 1.600 0.314
C -0.933 0.767 -0.934
O -1.178 0.746 1.539
C -0.042 3.371 1.807
H 2.811 2.808 -0.095
H 1.310 0.804 1.506
H 0.537 3.037 -0.280
H -1.855 2.234 0.351
H -1.012 1.363 -1.777
H -1.790 0.121 -0.920
H 0.032 0.204 -0.943
H -0.720 -0.108 1.286
H -0.623 4.238 1.435
H -0.614 2.884 2.579
H 0.843 3.819 2.373
H 3.646 -0.631 1.186
H 3.249 -2.126 0.935
O 3.270 -1.426 1.632
H 1.530 -2.082 2.203
H 0.456 -1.335 3.092
O 0.597 -1.578 2.159
H -3.213 -1.719 -2.950
H -2.430 -1.992 -1.749
O -2.372 -1.437 -2.535
H -3.171 0.247 2.617
H -2.877 -1.026 1.820
O -3.654 -0.466 2.181
H 2.314 -0.975 -2.211
H 3.383 -0.009 -1.358
O 2.908 -0.210 -2.301
H 1.521 -4.044 -1.496
H 0.968 -2.593 -1.289
O 0.975 -3.407 -1.888
H -2.124 -2.950 0.781
H -1.893 -4.103 -0.215
O -1.799 -3.164 -0.066
H -2.344 0.390 -3.524
H -0.942 0.892 -3.529
O -1.648 0.859 -4.004

Calculated values
Molar mass   261.3 g mol⁻¹
Total charge   -1
HOMO-LUMO gap (alpha / beta)   2.7 / 10.2 eV
Multiplicity   2
E_LUMO (alpha / beta)   2.84 / 2.72 eV

---

Record 2
Below is a cluster of 8 separate species, C5H27NO8 in total in a non-equilibrium geometry, with properties calculated with ωB97M-V with the def2-TZVPD basis set.

Positions of all 41 atoms, in Å:
C -0.043 -0.353 0.855
O 0.726 -0.969 1.891
C -1.231 0.263 1.631
C -2.449 0.524 0.673
C -2.012 1.017 -0.677
C -3.391 -0.701 0.600
N -0.778 1.517 2.217
H -0.370 -1.062 0.060
H 0.621 0.414 0.412
H 1.576 -1.368 1.628
H -1.687 -0.500 2.268
H -2.939 1.314 1.319
H -1.210 1.779 -0.545
H -2.838 1.330 -1.327
H -1.496 0.251 -1.296
H -3.207 -1.340 1.490
H -3.202 -1.221 -0.360
H -4.461 -0.546 0.430
H -0.150 1.480 3.002
H -0.352 2.012 1.438
H 4.079 0.562 0.950
H 4.387 -0.953 0.633
O 4.483 -0.041 0.318
H -2.656 -0.813 -2.768
H -2.435 -1.723 -3.940
O -2.368 -0.782 -3.686
H 1.532 3.268 -2.896
H 0.815 1.772 -2.999
O 0.944 2.614 -2.507
H 1.341 2.412 -0.829
H 2.500 2.757 0.008
O 1.605 2.405 0.125
H 3.531 -2.033 2.354
H 2.686 -2.989 1.507
O 3.156 -2.147 1.461
H -0.218 0.658 -4.549
H -0.010 -0.078 -3.173
O 0.429 0.387 -3.892
H 0.082 -2.836 2.615
H -1.335 -2.777 1.861
O -0.726 -3.307 2.399

Calculated values
Molar mass   229.3 g mol⁻¹
HOMO-LUMO gap   8.8 eV
E_LUMO   0.13 eV
Structure (SMILES)   CC(C)[C@H](N)CO.O.O.O.O.O.O.O

---

Record 3
Below is a cluster of 9 separate species, C5H27NO9 in total in a non-equilibrium geometry, with properties calculated with ωB97M-V with the def2-TZVPD basis set.

Positions of all 42 atoms, in Å:
C -0.248 0.329 -0.353
O -1.663 0.280 -0.593
C 0.364 -1.094 -0.257
C 0.648 -1.487 1.184
C 1.343 -2.855 1.288
C 3.605 -2.212 1.112
N 2.662 -2.905 0.657
H 0.311 0.895 -1.093
H -0.194 0.713 0.664
H -1.832 -0.229 -1.404
H -0.201 -1.785 -0.887
H 1.336 -0.964 -0.749
H 1.199 -0.674 1.659
H -0.240 -1.603 1.813
H 1.464 -3.027 2.362
H 0.742 -3.566 0.729
H 4.544 -2.238 0.561
H 3.564 -1.515 1.956
H 0.565 -0.466 3.437
H -0.574 0.570 3.283
O -0.193 -0.095 3.890
H -0.790 -0.851 -3.688
H -2.289 -1.106 -3.390
O -1.574 -0.466 -3.279
H -2.626 -1.446 0.217
H -3.251 -0.726 1.359
O -3.289 -1.577 0.906
H -2.623 1.978 2.968
H -2.018 1.415 1.642
O -1.822 1.649 2.557
H 0.097 1.753 -3.477
H 0.931 2.841 -2.927
O 1.005 1.904 -3.173
H -3.939 2.681 -0.214
H -2.633 1.819 -0.397
O -3.238 2.220 0.256
H 2.491 -0.497 -2.897
H 2.761 0.886 -2.263
O 2.768 -0.062 -2.088
H 1.486 3.462 -0.001
H 0.198 4.055 -0.642
O 1.153 3.995 -0.727

Calculated values
Molar mass   245.3 g mol⁻¹
HOMO-LUMO gap   9.1 eV
E_LUMO   -0.24 eV
Structure (SMILES)   C=NCCCCO.O.O.O.O.O.O.O.O

---

Record 4
Below is a cluster of 10 separate species, C5H29N2O10 in total in a non-equilibrium geometry, with properties calculated with ωB97M-V with the def2-TZVPD basis set.

Positions of all 46 atoms, in Å:
O -1.807 -1.388 1.321
C -1.833 -2.354 0.567
C -2.260 -2.395 -0.831
C -3.287 -1.319 -1.261
C -2.816 0.032 -0.865
N -1.794 2.839 -0.982
C -1.107 1.723 -1.469
N -1.417 0.427 -1.426
H -1.626 -3.334 1.124
H -1.405 -2.481 -1.609
H -2.661 -3.436 -0.891
H -3.389 -1.310 -2.359
H -4.216 -1.632 -0.827
H -2.841 0.178 0.234
H -3.473 0.743 -1.344
H -2.372 2.609 -0.204
H -1.240 3.590 -0.948
H -0.054 1.998 -1.752
H -0.643 -0.243 -1.453
H 2.800 -0.420 1.284
H 1.861 0.039 0.185
O 2.328 0.419 0.967
H 2.754 2.410 -0.626
H 2.523 1.720 -1.849
O 1.970 2.068 -1.203
H 0.948 -2.699 -1.635
H 0.955 -2.125 -0.285
O 0.770 -1.897 -1.195
H -4.869 1.281 1.889
H -3.708 0.900 2.496
O -4.144 0.711 1.610
H 3.743 0.894 -3.475
H 4.461 1.150 -2.185
O 3.895 0.530 -2.608
H 4.652 2.045 0.675
H 3.848 0.944 -0.106
O 4.547 1.619 -0.115
H 0.325 1.032 1.754
H -1.139 0.310 1.932
O -0.677 1.101 1.593
H 0.231 -0.982 1.747
H 1.456 -1.514 2.343
O 0.795 -1.769 1.630
H 3.774 -1.388 3.231
H 3.130 0.155 3.649
O 3.010 -0.783 3.274

Calculated values
Molar mass   277.3 g mol⁻¹
HOMO-LUMO gap (alpha / beta)   2.5 / 6.9 eV
Multiplicity   2
E_LUMO (alpha / beta)   0.09 / -0.03 eV

---

Record 5
Below is a cluster of 8 separate species, C5H29N2O8 in total in a non-equilibrium geometry, with properties calculated with ωB97M-V with the def2-TZVPD basis set.

Positions of all 44 atoms, in Å:
C -0.492 -1.104 -1.092
N -0.334 0.087 -0.249
C -1.561 0.835 0.031
C -1.207 2.140 0.723
O -0.467 1.907 1.921
C 0.396 -1.025 -2.320
N 1.821 -0.731 -1.984
C 2.735 -1.149 -3.054
H -0.278 -2.003 -0.516
H -1.520 -1.197 -1.423
H 0.069 -0.194 0.594
H -2.070 1.058 -0.898
H -2.262 0.254 0.638
H -0.648 2.827 0.081
H -2.121 2.630 1.028
H 0.472 1.791 1.736
H 0.061 -0.242 -2.971
H 0.361 -1.948 -2.864
H 1.916 0.325 -1.830
H 2.096 -1.180 -1.089
H 2.508 -0.592 -3.955
H 2.637 -2.183 -3.269
H 3.767 -0.915 -2.801
H -0.069 -1.410 2.410
H 0.653 -2.821 2.167
O 0.518 -1.946 1.772
H 2.267 1.980 -0.608
H 0.923 1.832 -1.340
O 1.867 1.843 -1.504
H -3.092 0.254 -3.796
H -3.836 -0.344 -2.588
O -2.954 -0.073 -2.880
H -0.884 0.516 2.771
H -2.034 -0.496 2.994
O -1.078 -0.349 3.159
H 2.446 0.621 1.369
H 2.712 1.995 2.049
O 2.149 1.545 1.419
H -3.994 -1.709 2.810
H -4.244 -0.297 3.261
O -3.755 -0.815 2.609
H 1.670 -1.232 0.887
H 3.171 -1.213 0.461
O 2.336 -0.794 0.296

Calculated values
Molar mass   245.3 g mol⁻¹
Total charge   +1
HOMO-LUMO gap   9.5 eV
E_LUMO   -2.51 eV

---

Record 6
Below is an isolated molecule of C5H2Cl2O3 in a non-equilibrium geometry, with properties calculated with ωB97M-V with the def2-TZVPD basis set.

Positions of all 12 atoms, in Å:
C 2.659 -0.132 -0.004
C 1.225 -0.180 0.066
C 0.407 -1.244 0.019
C -0.923 -0.717 0.114
C -0.805 0.586 0.130
H 2.418 1.644 -0.110
H 0.700 -2.242 0.006
O 3.179 1.091 -0.177
O 3.310 -1.155 0.011
O 0.459 0.971 0.191
Cl -2.347 -1.602 -0.074
Cl -2.011 1.806 -0.047

Calculated values
Molar mass   181.0 g mol⁻¹
HOMO-LUMO gap   9.7 eV
E_LUMO   -0.02 eV
Structure (SMILES)   O=C(O)c1cc(Cl)c(Cl)o1